{
  "formula": "C26H43AuN3S2",
  "method": "ωB97M-V/def2-TZVPD",
  "elements": ["Au", "S", "S", "C", "C", "C", "N", "C", "C", "H", "H", "H", "H", "H", "H", "H", "H", "C", "H", "H", "H", "H", "H", "H", "H", "C", "C", "H", "H", "H", "H", "C", "C", "C", "C", "C", "C", "C", "N", "C", "C", "C", "C", "C", "C", "C", "N", "C", "C", "C", "C", "H", "H", "H", "H", "H", "H", "H", "H", "H", "H", "H", "H", "H", "H", "H", "H", "H", "H", "H", "H", "H", "H", "H", "H"],
  "coordinates": [[0.40164, -0.19935, -0.28619], [-0.64067, 2.25187, -0.36459], [-0.50472, -2.54634, -0.53809], [-2.45246, 2.05834, -0.27617], [-0.40976, 2.28418, -2.16609], [-0.87294, 1.04140, -2.90587], [-0.10045, -0.17221, -2.51406], [-0.70642, -1.41020, -3.07138], [-0.21031, -2.63216, -2.34100], [0.66240, 2.46032, -2.32794], [-0.96507, 3.15624, -2.52330], [-0.77783, 1.21023, -3.99234], [-1.92182, 0.83411, -2.67393], [-0.45096, -1.49751, -4.13715], [-1.79426, -1.32585, -2.98440], [0.87314, -2.76475, -2.46841], [-0.71828, -3.53718, -2.68630], [-2.33678, -2.44336, -0.58500], [0.84178, -0.07843, -2.90672], [-2.68813, -1.45199, -0.89310], [-2.67012, -2.65319, 0.43909], [-2.73449, -3.22650, -1.23775], [-2.70774, 1.93858, 0.77989], [-2.80033, 1.18853, -0.83744], [-2.93880, 2.97058, -0.64526], [4.19413, 0.07230, -1.88660], [4.88740, 0.18087, -0.73985], [3.92846, 0.96037, -2.46948], [3.90288, -0.90220, -2.29163], [5.22413, 1.14814, -0.34655], [5.15023, -0.69491, -0.12842], [-4.36936, 1.50539, 5.51236], [-2.85918, 1.29732, 5.68523], [-2.25883, 2.60158, 6.22556], [-2.63961, 0.20290, 6.74541], [-2.22210, 0.86065, 4.36811], [-2.87327, -0.03755, 3.50552], [-2.23504, -0.44429, 2.32409], [-0.98847, -0.09010, 2.00784], [-0.32757, 0.71142, 2.86740], [-0.94851, 1.29053, 3.99844], [1.09472, 0.89665, 2.60746], [2.00090, 1.41700, 3.54042], [3.38044, 1.27696, 3.37104], [3.83453, 0.80161, 2.14088], [2.88583, 0.36246, 1.22959], [1.57127, 0.42118, 1.43994], [4.32757, 1.57731, 4.52574], [5.76213, 1.16176, 4.19698], [4.27255, 3.08515, 4.78948], [3.85979, 0.77554, 5.74890], [-4.79006, 1.89244, 6.44887], [-4.89222, 0.57498, 5.26217], [-4.57146, 2.24461, 4.72692], [-2.83144, 2.92063, 7.10709], [-1.21740, 2.47380, 6.53937], [-2.31877, 3.40298, 5.47937], [-3.07273, -0.75385, 6.42762], [-1.56830, 0.05236, 6.93026], [-3.10746, 0.50155, 7.69525], [-3.87383, -0.42625, 3.68654], [-2.76655, -1.08889, 1.61944], [-0.40038, 2.06659, 4.52762], [1.58545, 1.86874, 4.43753], [4.88813, 0.74638, 1.87334], [3.13592, -0.02921, 0.24833], [6.16918, 1.74912, 3.36815], [6.40959, 1.32489, 5.06026], [5.81294, 0.09616, 3.94488], [3.25667, 3.41522, 5.02416], [4.93131, 3.37471, 5.61439], [4.59899, 3.62437, 3.89070], [2.85606, 1.06488, 6.07479], [3.84301, -0.29435, 5.49783], [4.54291, 0.90161, 6.59588]],
  "forces_ev_per_a": [[-1.047, 0.302, 1.019], [-0.277, -0.362, -0.371], [-0.611, 0.051, -0.631], [0.144, -0.049, 0.326], [0.238, 0.191, -0.203], [-0.119, -0.012, 0.127], [0.463, 0.284, 0.260], [-0.139, -0.012, -0.073], [0.479, -0.177, 0.184], [-0.234, 0.105, 0.055], [0.133, -0.035, -0.083], [-0.085, -0.073, 0.351], [0.142, 0.056, -0.235], [-0.148, 0.024, 0.205], [0.200, 0.032, -0.105], [-0.253, -0.091, 0.057], [0.128, 0.046, -0.033], [0.130, 0.041, 0.697], [-0.142, -0.045, 0.075], [0.138, -0.273, 0.020], [0.071, -0.018, -0.391], [0.239, 0.100, 0.003], [0.077, 0.011, -0.139], [0.069, 0.151, 0.089], [0.280, -0.136, -0.028], [0.408, 0.165, 0.582], [0.087, -0.165, -0.959], [0.227, -0.308, 0.130], [0.158, 0.271, 0.147], [-0.167, -0.343, -0.352], [0.016, 0.310, -0.480], [-0.168, 0.109, -0.218], [-0.338, 0.265, 0.333], [0.043, 0.099, -0.149], [0.251, -0.344, -0.064], [-0.229, 0.059, 0.484], [0.579, -0.219, -0.751], [-0.513, -0.214, 0.247], [-0.180, 0.252, 0.693], [-0.534, 0.536, 0.304], [0.234, -0.589, -1.169], [1.004, 0.684, 0.088], [-1.043, -0.424, -0.350], [0.574, 0.079, 0.140], [-0.515, -0.394, -0.100], [-0.182, 0.157, -0.311], [-0.062, -0.274, -0.162], [0.177, 0.209, 0.074], [-0.007, -0.062, -0.182], [0.009, 0.308, -0.211], [-0.188, -0.373, -0.006], [0.078, -0.178, -0.252], [0.037, 0.198, 0.125], [-0.050, -0.105, 0.130], [0.216, -0.104, -0.267], [-0.110, 0.065, -0.010], [0.033, -0.027, 0.152], [0.052, 0.152, 0.126], [-0.187, -0.024, 0.012], [0.103, -0.060, -0.368], [0.261, 0.215, 0.069], [0.169, 0.332, 0.307], [-0.252, -0.388, 0.160], [0.318, -0.345, -0.019], [-0.333, -0.105, 0.262], [0.215, 0.222, 0.422], [0.034, -0.069, 0.077], [-0.114, 0.027, -0.054], [0.074, 0.128, 0.032], [0.087, 0.024, 0.087], [-0.131, -0.152, -0.109], [-0.029, 0.010, 0.221], [0.136, -0.011, 0.043], [-0.022, 0.174, 0.159], [-0.097, 0.117, -0.239]],
  "mulliken_charge": [0.95, 0.18, 0.06, -0.64, -0.78, -0.69, -0.14, -0.63, -0.74, 0.37, 0.54, 0.41, 0.39, 0.38, 0.43, 0.38, 0.53, -0.84, 0.32, 0.21, 0.41, 0.48, 0.22, 0.14, 0.46, -0.49, -0.78, 0.29, 0.38, 0.31, 0.39, -1.65, 1.80, -1.86, -1.50, 0.48, -0.69, -0.82, 0.24, -0.58, -0.07, -0.86, 0.49, 0.00, 0.04, -0.08, -0.59, 1.67, -2.07, -1.55, -1.46, 0.45, 0.37, 0.40, 0.46, 0.36, 0.42, 0.39, 0.36, 0.42, 0.36, 0.16, 0.76, 0.46, 0.55, 0.03, 0.43, 0.42, 0.46, 0.31, 0.46, 0.39, 0.32, 0.39, 0.43],
  "gap_ev": [8.6, 3.9],
  "fmax_ev_per_a": 1.492,
  "lumo_energy_ev": [-8.830, -13.460],
  "multiplicity": 3,
  "s_squared": 2.017,
  "charge": 3,
  "homo_ha": [-0.6415, -0.6394],
  "e_tot_ev": -57463.9610
}